Entry 1:
{
  "formula": "C25H21Br2IrN5O2S4",
  "method": "ωB97M-V with the def2-TZVPD basis set",
  "elements": ["Ir", "O", "C", "O", "C", "C", "C", "C", "C", "C", "N", "C", "C", "C", "C", "C", "C", "N", "H", "H", "H", "H", "H", "H", "H", "H", "H", "H", "Br", "C", "Br", "H", "H", "S", "S", "S", "S", "C", "C", "N", "C", "C", "C", "C", "C", "C", "C", "C", "N", "C", "N", "H", "H", "H", "H", "H", "H", "H", "H", "H"],
  "xyz": [[-0.6650, -0.4049, -0.8194], [1.7561, -2.8193, 6.4051], [1.7947, -1.8027, 5.5331], [2.4157, -0.8118, 5.7773], [1.0310, -1.9371, 4.2329], [1.0755, -0.8321, 3.3901], [0.4285, -0.8606, 2.1694], [-0.2831, -1.9894, 1.7779], [-0.3196, -3.1053, 2.6078], [0.3337, -3.0702, 3.8289], [-0.9281, -1.9751, 0.4898], [-1.8015, -2.8538, 0.1644], [-2.3981, -2.7756, -1.1706], [-3.1836, -3.7858, -1.6957], [-3.7098, -3.6231, -2.9702], [-3.4428, -2.4525, -3.6594], [-2.6384, -1.4892, -3.0688], [-2.1157, -1.6483, -1.8548], [1.2012, -3.5460, 6.1051], [1.6358, 0.0382, 3.7071], [0.4837, 0.0107, 1.5250], [-0.8264, -4.0151, 2.3204], [0.2885, -3.9613, 4.4424], [-2.1275, -3.6297, 0.8465], [-3.3718, -4.6829, -1.1215], [-4.3255, -4.3952, -3.4109], [-3.8495, -2.2767, -4.6453], [-2.4088, -0.5620, -3.5767], [1.8973, -1.1147, -1.1352], [2.1562, -2.4484, -2.5417], [0.5911, -2.8317, -3.5629], [2.4716, -3.3569, -2.0459], [2.9188, -2.0505, -3.1986], [-3.7951, 0.8467, -0.6840], [-5.1232, 1.9267, 0.3617], [-4.3612, 2.5736, 1.9474], [-2.1542, 0.8572, 0.4444], [0.3931, 2.1023, -4.1596], [-0.1069, 1.0725, -3.3967], [-0.2506, 1.1868, -2.0618], [0.0920, 2.3383, -1.4750], [0.6370, 3.4136, -2.1634], [0.7746, 3.2843, -3.5378], [0.9849, 4.6667, -1.4661], [1.5440, 4.8435, -0.2667], [2.0599, 3.8701, 0.7203], [2.4218, 4.3320, 1.9791], [2.8983, 3.4077, 2.8944], [3.0341, 2.1184, 2.5909], [2.6846, 1.7911, 1.3535], [2.1917, 2.5723, 0.4010], [0.4984, 1.9735, -5.2273], [-0.3686, 0.1171, -3.8293], [-0.0529, 2.4008, -0.4099], [1.1872, 4.0985, -4.1204], [0.7257, 5.5645, -2.0170], [1.6683, 5.8739, 0.0466], [2.3256, 5.3762, 2.2419], [3.1816, 3.7048, 3.8973], [2.8259, 0.7460, 1.0908]],
  "nbo_charge": [0.73, -0.64, 0.77, -0.52, -0.13, -0.14, -0.24, 0.18, -0.23, -0.16, -0.42, 0.14, 0.12, -0.18, -0.12, -0.21, 0.06, -0.47, 0.48, 0.28, 0.21, 0.22, 0.22, 0.22, 0.25, 0.26, 0.26, 0.22, 0.15, -0.51, 0.09, 0.25, 0.25, 0.17, 0.38, 0.01, -0.16, -0.23, 0.02, -0.48, 0.07, 0.00, -0.13, -0.20, -0.17, 0.18, -0.26, 0.10, -0.43, 0.25, -0.49, 0.25, 0.21, 0.23, 0.25, 0.23, 0.23, 0.24, 0.22, 0.17],
  "e_tot_ev": -224061.935,
  "largest_force_ha_per_bohr": 0.0125,
  "homo_ev": [-13.8, -13.9],
  "charge": 2,
  "s2": 0.754,
  "de_lowest_ev": 1.8345,
  "lumo_energy_ha": [-0.29865, -0.29830],
  "spin_multiplicity": 2,
  "gap_ev": [5.652, 5.763]
}



Entry 2:
{
  "formula": "C25H21BrClN2O6S",
  "method": "ωB97M-V with the def2-TZVPD basis set",
  "elements": ["C", "C", "O", "C", "O", "C", "C", "C", "C", "C", "C", "Cl", "C", "C", "C", "N", "O", "O", "C", "C", "Br", "C", "C", "C", "C", "N", "S", "O", "O", "C", "C", "C", "C", "C", "C", "C", "H", "H", "H", "H", "H", "H", "H", "H", "H", "H", "H", "H", "H", "H", "H", "H", "H", "H", "H", "H", "H"],
  "xyz": [[-1.9952, -4.0908, -1.3778], [-2.6756, -3.1664, -0.4239], [-1.5897, -2.4742, 0.2553], [-2.0448, -1.5225, 1.0765], [-3.2228, -1.1995, 1.0725], [-0.9312, -0.9093, 1.9205], [-1.3713, -0.4121, 3.2981], [-0.3708, -0.1137, 4.2363], [-0.7013, 0.3571, 5.5069], [-2.0373, 0.5443, 5.8765], [-3.0403, 0.2406, 4.9461], [-4.6934, 0.4472, 5.3369], [-2.7122, -0.2411, 3.6697], [-0.3723, 0.1917, 1.0899], [-1.3213, 1.3188, 0.8276], [-1.7774, 2.1787, 1.8747], [-2.9980, 2.4598, 1.9425], [-0.9273, 2.6452, 2.6815], [-1.3815, 1.6457, -0.5331], [-1.7977, 2.7929, -1.2517], [-2.4774, 4.3106, -0.3645], [-1.5820, 2.8390, -2.6258], [-0.9058, 1.8067, -3.3102], [-0.4098, 0.7158, -2.6005], [-0.6183, 0.6605, -1.2308], [-0.0543, -0.2074, -0.3058], [1.2041, -1.3046, -0.7052], [0.6739, -2.2188, -1.6864], [1.6768, -1.7495, 0.5798], [2.5086, -0.4345, -1.5556], [2.9386, -0.9053, -2.8065], [3.9778, -0.2594, -3.4699], [4.6329, 0.8306, -2.8918], [5.7613, 1.4886, -3.6299], [4.2147, 1.2770, -1.6327], [3.1704, 0.6446, -0.9571], [-2.7084, -4.4814, -2.1097], [-1.1757, -3.5862, -1.8947], [-1.5702, -4.9364, -0.8251], [-3.3179, -2.4449, -0.9436], [-3.2653, -3.7115, 0.3258], [-0.1422, -1.6619, 2.0579], [0.6745, -0.2298, 3.9413], [0.0977, 0.5904, 6.2143], [-2.3234, 0.9283, 6.8559], [-3.5129, -0.4513, 2.9625], [0.5361, 0.5797, 1.5962], [-1.9225, 3.7056, -3.1789], [-0.7503, 1.8867, -4.3822], [0.1302, -0.0849, -3.0938], [2.4506, -1.7596, -3.2667], [4.2927, -0.6106, -4.4534], [6.1815, 2.3112, -3.0457], [6.5641, 0.7716, -3.8442], [5.4230, 1.8852, -4.5955], [4.7261, 2.1286, -1.1807], [2.8624, 0.9848, 0.0282]],
  "nbo_charge": [-0.64, -0.07, -0.51, 0.83, -0.61, -0.37, -0.01, -0.20, -0.20, -0.23, -0.07, 0.00, -0.17, -0.01, -0.19, 0.49, -0.43, -0.48, 0.01, -0.17, 0.05, -0.24, -0.29, -0.30, 0.19, -0.68, 2.31, -0.94, -0.94, -0.26, -0.18, -0.23, 0.00, -0.63, -0.21, -0.19, 0.20, 0.25, 0.20, 0.20, 0.18, 0.26, 0.21, 0.21, 0.22, 0.26, 0.20, 0.21, 0.20, 0.21, 0.24, 0.21, 0.21, 0.22, 0.22, 0.21, 0.24],
  "e_tot_ev": -134929.521,
  "largest_force_ha_per_bohr": 0.0519,
  "homo_ev": -3.0,
  "charge": -1,
  "lumo_energy_ha": 0.08560,
  "gap_ev": 5.360,
  "smiles": "CCOC(=O)[C@H](c1cccc(Cl)c1)[C@@H]1C(=[N+]([O-])[O-])c2c(Br)cccc2N1S(=O)(=O)c1ccc(C)cc1"
}



Entry 3:
{
  "formula": "C25H21Cl2N8OSTi",
  "method": "ωB97M-V with the def2-TZVPD basis set",
  "elements": ["Ti", "O", "C", "N", "C", "C", "C", "C", "C", "C", "N", "C", "C", "C", "C", "C", "N", "H", "H", "H", "H", "H", "H", "H", "H", "H", "H", "Cl", "C", "C", "C", "C", "C", "Cl", "C", "S", "H", "H", "H", "C", "C", "C", "C", "C", "C", "H", "H", "H", "H", "H", "N", "N", "N", "C", "N", "N", "H", "H", "H"],
  "xyz": [[-0.2736, 0.2402, -0.1390], [-2.8080, 3.2939, -0.8912], [-1.9415, 2.5108, -0.5350], [-1.7415, 1.2415, -0.9320], [-2.1296, 0.9011, -2.2816], [-0.8553, 0.8201, -3.1093], [-0.8659, 0.4378, -4.4431], [0.3299, 0.3722, -5.1288], [1.5026, 0.7161, -4.4712], [1.4222, 1.0859, -3.1448], [0.2751, 1.1200, -2.4602], [-0.8356, 2.9665, 0.3896], [-0.8843, 4.2115, 0.9888], [0.2260, 4.6811, 1.6614], [1.3597, 3.8877, 1.6853], [1.3267, 2.6570, 1.0624], [0.2558, 2.1849, 0.4146], [-2.6678, -0.0488, -2.3324], [-2.7853, 1.6722, -2.6924], [-1.8033, 0.1898, -4.9249], [0.3517, 0.0550, -6.1641], [2.4613, 0.6807, -4.9701], [2.3145, 1.3557, -2.5932], [-1.7976, 4.7819, 0.8907], [0.2141, 5.6464, 2.1517], [2.2630, 4.2059, 2.1863], [2.1986, 2.0212, 1.1048], [2.3401, -0.1107, -0.1046], [2.6988, -1.7909, -0.4061], [3.8878, -2.3029, 0.0729], [4.1792, -3.6340, -0.1681], [3.2772, -4.4133, -0.8758], [2.0887, -3.8701, -1.3353], [1.0010, -4.9024, -2.2049], [1.7411, -2.5268, -1.1083], [0.2573, -1.8119, -1.6567], [4.5669, -1.6710, 0.6298], [5.1025, -4.0630, 0.1966], [3.4847, -5.4572, -1.0697], [0.4721, -0.4355, 4.7153], [-0.3319, 0.6195, 4.3015], [-0.6162, 0.7929, 2.9521], [-0.1178, -0.0569, 1.9504], [0.6480, -1.1364, 2.4175], [0.9502, -1.3242, 3.7636], [0.7138, -0.5669, 5.7634], [-0.7320, 1.3144, 5.0324], [-1.2614, 1.6252, 2.6803], [1.0194, -1.8802, 1.7158], [1.5579, -2.1690, 4.0680], [-4.9352, -1.1729, 1.8334], [-3.8243, -1.3806, 1.0373], [-3.8083, -2.2691, 0.0726], [-2.5964, -2.0676, -0.4318], [-1.9390, -1.0958, 0.2220], [-2.7565, -0.6786, 1.1752], [-5.3779, -2.0699, 1.9880], [-4.6193, -0.7458, 2.6956], [-2.1825, -2.6366, -1.2446]],
  "nbo_charge": [1.29, -0.62, 0.64, -0.76, -0.27, 0.25, -0.25, -0.14, -0.26, 0.08, -0.48, 0.13, -0.21, -0.14, -0.24, 0.09, -0.50, 0.21, 0.25, 0.22, 0.22, 0.22, 0.20, 0.25, 0.22, 0.23, 0.21, 0.09, 0.04, -0.26, -0.22, -0.22, -0.04, 0.01, -0.23, -0.27, 0.23, 0.22, 0.23, -0.23, -0.23, -0.26, -0.39, -0.25, -0.22, 0.20, 0.20, 0.19, 0.20, 0.20, -0.60, 0.19, -0.27, 0.15, -0.33, -0.01, 0.39, 0.39, 0.25],
  "e_tot_ev": -99229.434,
  "largest_force_ha_per_bohr": 0.0566,
  "homo_ev": [-6.9, -7.5],
  "charge": 0,
  "s2": 0.755,
  "lumo_energy_ha": [0.00178, 0.00010],
  "spin_multiplicity": 2,
  "gap_ev": [6.955, 7.547]
}



Entry 4:
{
  "formula": "C25H21ClN2O2Sn",
  "method": "ωB97M-V with the def2-TZVPD basis set",
  "elements": ["C", "C", "C", "H", "C", "C", "H", "H", "H", "H", "Sn", "Cl", "C", "C", "C", "H", "C", "C", "H", "H", "H", "H", "O", "C", "N", "C", "C", "O", "N", "C", "C", "C", "C", "C", "C", "C", "C", "C", "C", "C", "C", "H", "H", "H", "H", "H", "H", "H", "H", "H", "H", "H"],
  "xyz": [[-0.8490, 1.7023, -3.5212], [-0.1634, 0.7909, -4.3689], [1.2126, 0.7501, -3.9663], [-0.6063, 0.2246, -5.1885], [1.3689, 1.6561, -2.8706], [0.1003, 2.2306, -2.5900], [-0.1233, 2.9342, -1.7948], [-1.9023, 1.9732, -3.5589], [2.0072, 0.1570, -4.4195], [2.2887, 1.8612, -2.3292], [0.9927, -1.9721, -2.6343], [-1.3726, -2.1709, -2.6493], [1.3939, -4.2350, -3.0906], [2.7631, -3.7485, -3.0467], [3.0094, -3.0115, -4.2443], [3.5073, -4.0475, -2.3030], [1.8284, -3.0117, -5.0332], [0.8150, -3.7433, -4.3349], [-0.1744, -4.0064, -4.7054], [0.9630, -4.9939, -2.4424], [3.9763, -2.6072, -4.5418], [1.7376, -2.6293, -6.0497], [0.9981, -1.8194, -0.3948], [0.6710, -0.7208, 0.1693], [0.4321, -0.6661, 1.5200], [-0.2506, 0.5577, 1.8487], [-0.0564, 1.3163, 0.5032], [-0.3733, 2.5068, 0.3464], [0.5073, 0.4789, -0.4100], [-1.7415, 0.2874, 2.1591], [-2.7854, 0.8762, 1.4377], [-4.1169, 0.6246, 1.7978], [-4.4101, -0.1923, 2.8912], [-3.3646, -0.7465, 3.6354], [-2.0352, -0.5303, 3.2589], [0.3788, 1.3719, 2.9840], [-0.3289, 2.4918, 3.4409], [0.2001, 3.3007, 4.4479], [1.4571, 3.0009, 4.9823], [2.1714, 1.8894, 4.5202], [1.6338, 1.0657, 3.5179], [0.4014, -1.5377, 2.0265], [-2.5611, 1.5663, 0.6178], [-4.9084, 1.0953, 1.2157], [-5.4486, -0.3802, 3.1724], [-3.5700, -1.3515, 4.5176], [-1.2215, -0.9628, 3.8473], [-1.2981, 2.7154, 2.9901], [-0.3751, 4.1621, 4.7909], [1.8746, 3.6425, 5.7591], [3.1545, 1.6587, 4.9309], [2.1920, 0.1958, 3.1594]],
  "nbo_charge": [-0.31, -0.10, -0.32, 0.23, -0.15, -0.05, 0.26, 0.23, 0.24, 0.23, 1.45, -0.53, -0.43, -0.32, -0.31, 0.25, -0.31, -0.34, 0.26, 0.27, 0.24, 0.24, -0.75, 0.79, -0.61, -0.07, 0.69, -0.64, -0.67, -0.03, -0.16, -0.22, -0.22, -0.21, -0.21, 0.07, -0.22, -0.19, -0.22, -0.21, -0.24, 0.41, 0.23, 0.22, 0.22, 0.21, 0.21, 0.23, 0.21, 0.21, 0.21, 0.22],
  "e_tot_ev": -51692.820,
  "largest_force_ha_per_bohr": 0.0455,
  "homo_ev": [-8.3, -8.1],
  "charge": 0,
  "de_lowest_ev": 0.0000,
  "lumo_energy_ha": [-0.10348, -0.07561],
  "gap_ev": [5.483, 6.042]
}